Density functional theory data (ωB97M-V/def2-TZVPD) for a molecular structure, C31H54AsHfN6O4 at a distorted geometry.

CARTESIAN COORDINATES (ANGSTROEM)
H1 -2.640 -4.991 0.817
C1 0.344 -1.387 -5.514
C2 -2.643 3.127 0.762
H2 -4.757 -3.717 1.305
C3 -1.732 -3.880 -1.899
H3 -3.205 -1.571 3.641
C4 2.134 0.942 -4.515
O1 -1.951 -0.648 1.670
C5 -2.444 -2.435 5.453
H4 4.658 0.682 -2.317
C6 -0.936 -0.960 2.348
C7 1.344 -0.118 -2.478
C8 -3.730 0.822 -0.958
H5 1.230 -1.196 -6.119
C9 3.169 -0.713 -0.701
H6 1.932 1.269 -5.529
H7 -0.208 -5.479 0.101
C10 -1.415 -0.343 -4.081
H8 -0.227 2.784 1.709
C11 0.673 -4.358 1.745
H9 -2.974 -1.063 -0.620
C12 -0.051 -0.137 -4.719
C13 -3.972 -3.283 0.683
H10 -0.012 -2.998 -2.870
C14 3.088 0.165 0.549
H11 -2.340 -3.748 2.021
H12 -2.380 -0.366 -1.970
C15 -1.163 3.514 -1.155
H13 2.627 -2.698 -1.372
C16 3.657 0.617 -2.731
H14 -2.377 2.963 2.887
O2 -0.379 -3.697 8.031
H15 1.051 -3.353 1.944
H16 -4.572 0.535 -1.591
H17 -4.275 -3.436 -0.356
H18 4.145 1.706 -4.519
H19 4.240 -0.850 -0.880
H20 -1.396 -1.197 -3.401
H21 -0.790 4.215 -0.404
H22 0.853 -2.800 6.215
H23 -4.096 0.877 0.069
C17 1.127 0.266 -3.834
H24 -3.734 3.145 0.713
H25 1.531 1.602 -1.128
H26 1.480 -5.061 1.955
H27 -1.693 4.118 -1.899
H28 -1.737 0.548 -3.536
H29 -3.403 -2.655 5.896
H30 -0.832 -4.223 -3.851
C18 -0.014 -2.521 5.637
H31 3.617 1.110 0.404
C19 -2.324 -1.833 4.211
H32 -2.197 -4.858 -1.746
N1 0.730 2.076 -0.699
O3 0.225 -0.739 1.856
H33 0.580 -2.215 -4.846
N2 -0.795 1.954 1.849
N3 -1.408 -3.401 7.467
H34 1.039 -4.340 -0.385
H35 1.130 2.751 -0.051
H36 -0.461 1.556 2.722
C20 -3.159 2.149 -1.403
As1 -1.182 -3.181 -0.154
H37 0.661 3.484 -2.303
C21 -0.534 -3.957 -2.836
H38 -0.465 -1.703 -6.178
H39 -2.788 1.437 2.106
H40 -0.163 0.674 -5.446
Hf1 -0.560 0.181 0.013
H41 0.183 -4.707 -2.503
H42 -3.942 2.913 -1.464
O4 -2.522 -3.715 7.825
H43 -2.502 -3.219 -2.305
H44 3.525 -0.341 1.412
C22 0.006 2.791 -1.770
C23 -1.283 -2.758 6.129
H45 -2.334 4.170 0.853
H46 2.059 0.406 0.838
C24 -2.616 -3.910 0.977
C25 -1.060 -1.581 3.689
N4 -2.653 -0.179 -1.007
H47 -3.964 -2.209 0.890
C26 2.681 -0.049 -1.988
H48 1.593 -2.097 -0.085
H49 -0.320 2.040 -2.491
C27 0.093 -1.921 4.392
H50 1.062 -1.722 3.956
C28 2.616 -2.111 -0.452
C29 0.207 -4.487 0.301
H51 -2.738 2.042 -2.404
N5 0.313 -0.387 -1.599
H52 3.232 -2.629 0.288
H53 -0.131 -4.566 2.453
H54 -2.156 -0.537 -4.859
N6 -2.083 2.564 -0.491
C30 -2.211 2.353 1.996
C31 3.385 1.171 -3.966

Total charge: +1
Relative energy (zero: lowest compared OMol25 entry of this formula, charge and spin) in kJ/mol: 3.0
Frontier orbital gap in eV: 6.1

Results of the Mulliken charge analysis, in e, for atoms 1 through 5: H 0.61; C -1.70; C -1.57; H 0.45; C -1.03



Density functional theory data (ωB97M-V/def2-TZVPD) for a molecular structure, C31H54BrClHfO2P2Si2 at a distorted geometry.

CARTESIAN COORDINATES (ANGSTROEM)
H1 -2.202 -5.587 0.438
C1 1.102 3.677 -3.778
C2 3.013 1.305 4.712
C3 2.831 -1.104 4.785
C4 -3.453 3.260 -1.406
H2 1.551 -3.941 -3.996
H3 3.620 2.125 -1.046
C5 -0.472 -0.899 -2.711
O1 0.791 0.072 0.897
C6 0.773 -3.430 -0.049
Hf1 -0.737 0.010 -0.467
C7 2.077 0.080 1.242
C8 0.796 -1.312 -2.142
H4 2.876 -2.044 5.343
H5 2.640 -0.124 -1.775
H6 -0.729 -5.401 1.752
C9 1.568 -0.134 -1.991
C10 2.399 0.072 2.708
H7 -1.223 -1.583 -3.099
H8 2.367 -2.071 2.901
H9 -3.782 3.106 -0.368
H10 -1.577 3.304 -2.460
H11 -0.940 -4.840 3.419
C11 3.368 2.688 -1.957
H12 -2.533 5.585 -2.284
C12 -2.941 -0.154 -1.413
C13 -1.240 -3.258 1.996
H13 -2.277 3.689 1.467
C14 -1.965 -3.840 -0.857
H14 -2.218 5.635 -0.552
H15 -0.777 5.695 0.763
C15 0.776 3.474 -0.657
H16 3.295 0.132 6.514
C16 -0.679 2.714 2.555
H17 3.812 -2.748 -2.527
C17 3.055 0.108 5.441
C18 -1.832 -5.338 -0.565
H18 3.691 -3.929 -1.193
H19 1.407 4.728 -3.660
H20 -4.078 4.045 -1.854
C19 2.762 1.275 3.332
H21 3.739 3.718 -1.861
Br1 3.007 2.843 2.262
H22 -0.857 5.571 -1.720
H23 -1.073 1.692 2.491
H24 -3.650 -2.625 -1.539
Si1 1.528 2.741 -2.231
C20 -0.848 -2.153 2.982
C21 3.344 -2.950 -1.553
C22 -1.867 5.205 -1.498
H25 -1.020 3.122 3.517
H26 0.536 4.928 1.701
H27 -1.215 1.143 -3.318
H28 -1.569 -3.643 -1.868
H29 -4.062 -4.290 -1.165
H30 -3.551 0.725 -1.173
Si2 1.495 -3.011 -1.752
H31 -3.786 -3.135 0.168
H32 3.642 -2.171 -0.836
C23 -0.556 -4.558 2.428
H33 1.457 -2.993 0.701
C24 0.803 1.012 -2.319
O2 3.001 0.069 0.436
H34 -2.336 -3.388 2.020
P1 -0.871 2.817 -0.251
H35 0.235 -1.973 2.969
C25 -0.470 0.523 -2.821
C26 2.505 -1.129 3.426
C27 -3.450 -3.437 -0.836
H36 -3.646 2.348 -1.978
H37 -2.471 -5.871 -1.283
H38 1.301 -5.226 -2.781
C28 1.000 -4.211 -3.081
H39 0.526 -4.402 2.530
H40 -3.521 -0.937 -0.911
H41 0.800 -4.524 0.084
H42 0.032 3.641 -4.024
C29 -0.554 5.007 1.586
P2 -0.892 -2.740 0.226
H43 -0.950 5.452 2.510
H44 -0.076 -4.204 -3.297
H45 -1.128 -2.451 4.002
H46 1.461 3.216 0.175
C30 -1.176 3.615 1.415
H47 -3.091 -0.329 -2.483
H48 -0.812 -5.717 -0.690
H49 1.677 3.238 -4.609
H50 3.856 2.217 -2.822
H51 -1.362 -1.208 2.769
Cl1 -2.379 0.204 1.302
C31 -1.977 3.678 -1.502
H52 0.422 2.677 2.564
H53 3.155 2.262 5.218
H54 0.776 4.576 -0.735

Total charge: 0
Frontier orbital gap in eV: 7.8

Results of the Mulliken charge analysis, in e, for atoms 1 through 5: H 0.33; C -1.09; C -0.54; C -0.68; C -1.19



Density functional theory data (ωB97M-V/def2-TZVPD) for a molecular structure, C31H54CeN3OP2 at a distorted geometry.

CARTESIAN COORDINATES (ANGSTROEM)
H1 3.283 0.971 2.279
C1 -0.133 0.038 4.818
C2 1.979 1.920 0.805
H2 -1.066 0.171 4.258
H3 2.250 1.318 5.719
C3 1.504 -3.714 -3.083
H4 -0.946 -0.745 -4.593
C4 1.599 -1.728 -1.613
H5 3.362 -2.292 -4.491
H6 1.440 -2.390 4.754
C5 -3.662 1.778 -1.622
C6 -4.363 0.581 -2.288
H7 0.620 -3.351 -3.618
H8 -3.686 2.671 0.396
C7 2.751 -1.692 -3.799
H9 -0.867 -1.084 -2.857
H10 2.087 -4.326 -3.785
H11 3.899 -1.872 1.933
H12 -5.159 3.186 -2.237
C8 2.276 4.225 0.169
C9 0.423 1.282 -3.432
H13 4.255 -2.284 -1.594
C10 1.068 0.632 4.063
H14 -1.444 3.931 -1.368
H15 0.676 2.344 -3.300
H16 -4.059 -0.371 -1.831
Ce1 -0.757 -0.111 0.438
C11 -4.602 -2.950 1.711
H17 2.455 -0.404 5.417
C12 2.524 0.670 1.543
H18 -0.079 2.242 3.077
H19 -4.982 -3.691 0.986
H20 1.221 -4.355 -2.242
H21 3.146 -1.995 4.340
H22 0.567 5.094 -0.844
C13 2.790 3.044 0.716
C14 2.361 -2.552 -2.608
H23 0.808 0.968 -4.416
H24 3.801 2.985 1.115
H25 0.336 -2.913 1.131
H26 -5.402 -2.226 1.960
H27 -3.794 3.136 -3.363
C15 3.637 -3.101 -1.977
H28 -0.233 0.571 5.773
C16 -3.494 -2.230 1.145
C17 -1.099 1.037 -3.392
H29 -2.832 1.669 -4.603
N1 0.725 -1.293 -0.951
H30 -4.269 -3.466 2.628
H31 1.658 2.620 3.321
H32 -1.283 1.642 -5.444
H33 1.861 -1.361 -4.350
C18 1.011 4.219 -0.379
C19 2.244 -2.529 4.022
H34 0.961 0.698 -2.670
N2 -2.584 -1.609 0.756
H35 -0.001 -1.026 5.040
H36 0.534 2.626 4.695
C20 -1.765 1.886 -4.484
H37 2.489 -3.604 4.021
P1 -1.792 1.507 -1.684
C21 0.782 2.114 3.751
H38 3.248 0.800 4.355
C22 -4.062 3.096 -2.303
H39 0.896 -4.077 2.345
H40 -2.423 -0.706 -3.614
H41 3.060 0.018 0.824
C23 0.261 3.013 -0.423
C24 -4.138 1.844 -0.161
N3 0.752 1.885 0.233
C25 -1.357 -0.459 -3.615
P2 1.257 -0.322 2.460
H42 -3.631 3.963 -1.790
H43 2.744 -2.206 0.601
C26 2.993 -2.427 1.649
H44 -0.267 -2.820 2.808
C27 -2.076 1.221 2.308
H45 -3.955 0.909 0.384
C28 -0.979 2.960 -1.140
H46 -4.190 0.527 -3.370
H47 -5.231 2.006 -0.160
C29 1.817 -2.138 2.600
C30 2.340 0.565 4.923
H48 -1.630 2.962 -4.315
H49 2.884 5.126 0.181
H50 3.355 -0.839 -3.475
O1 -2.728 1.887 3.002
H51 3.397 -3.820 -1.188
H52 3.243 -3.501 1.711
H53 -5.450 0.682 -2.144
H54 4.223 -3.630 -2.741
C31 0.621 -3.022 2.192

Total charge: +3
Relative energy (zero: lowest compared OMol25 entry of this formula, charge and spin) in kJ/mol: 0.0
Frontier orbital gap (alpha / beta) in eV: 4.7 / 4.7

Results of the Mulliken charge analysis, in e, for atoms 1 through 5: H 0.52; C -1.44; C -0.32; H 0.17; H 0.50



Density functional theory data (ωB97M-V/def2-TZVPD) for a molecular structure, C31H54ClCsF4N4O7 at a distorted geometry.

CARTESIAN COORDINATES (ANGSTROEM)
H1 3.952 -3.784 -0.162
H2 -2.430 9.221 -5.110
H3 -1.577 6.156 -4.281
H4 -0.677 5.561 -2.882
F1 -1.695 -4.491 -4.254
H5 -0.346 -0.895 -0.080
O1 1.455 -7.073 4.925
H6 2.462 5.446 -2.001
H7 1.457 4.329 1.952
C1 -1.081 -4.213 -0.164
H8 1.025 5.478 -4.722
H9 2.230 -4.051 1.638
O2 1.569 -2.256 6.599
H10 -0.758 9.208 -3.778
C2 1.399 -3.231 5.686
H11 -3.872 -4.622 1.203
H12 0.418 4.023 -0.759
H13 2.557 6.418 0.982
H14 -1.104 -3.309 -0.907
H15 -1.605 7.059 -2.751
H16 1.395 6.330 -0.354
C3 1.361 -5.734 4.880
O3 2.895 -2.042 0.017
C4 1.580 6.027 0.681
C5 2.760 3.770 0.341
C6 0.053 -5.277 -0.761
C7 0.262 7.256 -3.838
O4 -2.077 -0.571 4.447
H17 -5.701 -4.966 0.643
H18 4.067 5.286 -1.213
H19 4.743 -2.505 0.780
H20 0.050 -6.134 1.893
H21 -4.350 -1.756 3.561
H22 -6.208 -2.322 1.447
H23 -0.927 0.147 1.423
H24 -0.030 -7.640 -2.739
H25 1.607 -7.004 -1.981
H26 -2.224 8.982 -6.856
C8 1.251 0.435 3.145
N1 0.971 6.487 -4.908
H27 -3.342 0.117 2.235
H28 3.706 4.430 -2.725
C9 -1.017 -0.921 0.897
N2 1.800 -4.700 5.939
O5 -0.565 8.490 -5.759
H29 0.191 3.014 0.470
C10 0.804 -6.797 -2.825
H30 1.916 6.846 -5.072
H31 -3.091 -2.777 2.600
C11 0.049 -5.369 -2.401
F2 -1.032 1.556 4.885
C12 0.075 -5.001 2.265
H32 1.281 -6.757 -3.897
C13 -0.971 6.468 -3.421
C14 0.196 -1.852 3.303
C15 -1.987 8.573 -5.872
H33 -2.416 7.571 -5.807
H34 1.811 -3.788 -2.683
C16 -4.069 -2.144 2.468
H35 0.819 6.523 1.296
H36 3.688 4.222 0.711
C17 1.514 4.514 0.873
C18 -4.866 -4.139 0.783
H37 0.950 7.350 -2.992
N3 0.279 4.007 0.255
O6 2.796 3.626 -1.082
C19 3.285 4.766 -1.773
C20 0.787 -4.107 -3.158
H38 -4.710 -0.459 1.074
H39 0.454 6.635 -5.795
C21 -2.577 -1.057 0.414
H40 3.005 -2.784 2.581
O7 0.893 1.599 2.599
H41 0.849 9.219 -4.498
H42 2.735 2.747 0.737
C22 -0.494 -3.746 1.331
H43 -0.114 -6.378 -0.362
Cl1 3.532 -4.887 5.785
C23 0.733 -3.161 4.190
F3 -7.436 -3.626 1.246
H44 2.761 -1.342 0.679
F4 2.696 0.048 2.985
H45 -5.782 -3.612 2.805
H46 0.098 -3.134 -3.137
C24 0.710 -4.740 3.752
H47 -1.040 -5.450 -2.846
C25 -5.345 -3.001 1.883
Cs1 5.819 -4.800 6.816
N4 0.380 -0.500 3.950
H48 1.135 -4.950 -0.394
H49 3.866 -4.314 2.288
C26 -3.692 -0.801 1.595
C27 3.786 -2.995 0.578
C28 3.193 -3.574 1.846
C29 -0.077 8.639 -4.420
H50 0.976 -4.351 -4.296
C30 -0.918 0.130 4.399
C31 -0.462 -2.152 1.826
H51 -2.751 -0.192 -0.390
H52 -2.849 -2.057 -0.130
H53 -4.711 -3.642 -0.271
H54 -2.115 -4.776 -0.079

Total charge: 0
Frontier orbital gap in eV: 2.1

Results of the Mulliken charge analysis, in e, for atoms 1 through 5: H 0.35; H 0.31; H 0.39; H 0.27; F -0.91



Density functional theory data (ωB97M-V/def2-TZVPD) for a molecular structure, C31H54ClNO4P2Si2Tc at a distorted geometry.

CARTESIAN COORDINATES (ANGSTROEM)
H1 3.179 -4.440 -1.782
Cl1 1.385 0.821 -4.873
H2 -3.044 5.039 1.439
C1 2.705 1.786 -1.192
C2 2.727 -1.865 -2.165
H3 -2.143 -3.209 -1.650
C3 2.273 -4.120 -1.251
H4 1.572 5.036 -1.619
H5 -0.057 4.417 0.412
H6 -2.873 -4.990 1.425
C4 -3.059 -4.078 0.841
H7 -1.833 -1.636 -3.547
H8 -2.280 -3.251 -4.120
C5 -1.628 2.927 3.162
C6 -0.168 3.328 0.527
H9 3.652 -2.330 -2.538
H10 2.565 -3.799 -0.244
O1 1.909 0.339 7.896
H11 -2.015 1.862 -3.388
H12 0.522 0.639 5.976
C7 -1.226 -3.304 -2.251
H13 -3.189 4.415 -0.225
C8 0.968 0.197 3.911
C9 -1.343 -2.841 3.056
C10 -3.181 4.132 0.833
O2 2.349 -1.138 0.835
Si1 -1.712 -2.841 1.224
P1 -0.032 2.449 -1.062
H14 2.905 1.894 -0.116
H15 -0.647 2.541 3.463
P2 0.059 -2.340 -1.239
H16 -1.236 -3.882 3.392
H17 4.497 -0.849 5.209
H18 -1.668 5.446 -2.814
C11 0.417 0.149 -3.510
C12 1.659 -2.946 -2.015
C13 -1.489 -2.674 -3.620
H19 -0.632 0.403 -3.690
C14 -2.669 -0.673 -0.711
C15 3.519 -0.566 4.829
C16 1.944 -0.274 3.008
H20 2.942 -1.422 -1.185
H21 -4.018 -3.650 1.165
C17 2.538 -0.103 5.727
C18 -1.994 0.021 1.382
H22 -0.664 5.465 -1.360
Si2 -1.849 2.911 1.305
H23 2.324 4.289 -0.190
H24 0.632 2.969 1.195
H25 1.611 -4.989 -1.177
N1 2.815 -0.054 7.124
H26 0.761 -2.964 0.971
C19 2.205 4.213 -1.278
C20 -1.511 2.830 -3.481
C21 -1.228 3.465 -2.121
H27 3.946 -1.046 2.773
H28 3.654 1.943 -1.727
H29 -3.134 -4.343 -0.220
H30 -0.594 2.695 -4.069
C22 -2.255 1.202 0.628
H31 0.061 -4.956 -2.901
O3 3.946 -0.403 7.533
C23 1.688 2.830 -1.667
C24 -0.090 -3.254 0.337
C25 1.263 0.283 5.265
C26 1.640 -0.424 1.558
H32 -2.171 -2.379 3.609
H33 1.594 2.757 -2.765
H34 0.045 5.038 -2.945
H35 -2.410 2.326 3.644
H36 -4.156 3.692 1.086
O4 0.585 0.250 1.151
H37 -0.912 -5.344 -1.457
C27 -0.905 -4.795 -2.407
C28 -2.695 0.748 -0.689
H38 -0.043 -4.342 0.185
H39 -1.745 0.005 2.441
C29 -0.839 4.933 -2.303
H40 -1.718 3.962 3.517
H41 -0.416 -2.301 3.289
H42 -2.994 -1.301 -1.532
Tc1 -0.681 0.056 -0.374
H43 -1.678 -5.246 -3.046
C30 -2.200 -1.148 0.590
H44 -2.183 3.492 -4.046
H45 0.793 0.590 -2.574
H46 2.397 0.750 -1.370
H47 2.450 -1.080 -2.873
H48 -3.037 1.390 -1.493
H49 3.196 4.348 -1.732
H50 -0.598 -2.714 -4.262
C31 3.213 -0.664 3.479
H51 -0.017 0.485 3.547
H52 0.545 -0.937 -3.521
H53 1.365 -3.279 -3.025
H54 -2.156 3.428 -1.530

Total charge: 0
Multiplicity: 4
Frontier orbital gap (alpha / beta) in eV: 3.6 / 5.8

Results of the Mulliken charge analysis, in e, for atoms 1 through 5: H 0.54; Cl -0.17; H 0.38; C -1.43; C -0.95



| no. | total energy (Ha) | molar mass (g mol⁻¹) |
| --- | --- | --- |
| 1 | -4126.795327 | 828.22 |
| 2 | -5708.229376 | 870.74 |
| 3 | -2610.026208 | 686.86 |
| 4 | -2838.015618 | 839.14 |
| 5 | -3371.969442 | 756.35 |